(1)
Formula: C42H56InN6O6P
Source: OMol25
Level of theory: ωB97M-V with the def2-TZVPD basis set

Values from the calculation:
Kohn-Sham gap = 7.85 eV

Structure (XYZ):
```
112
Properties=species:S:1:pos:R:3:lowdin_charge:R:1
In -1.3492 0.7861 -0.7196 0.848
C -3.3948 -3.7598 2.4509 -0.073
O -3.0564 -2.4424 2.0616 -0.107
C -4.0607 -1.6934 1.4860 -0.204
C -5.3617 -1.7051 1.9332 -0.011
C -6.3328 -0.9082 1.3205 -0.088
C -5.9741 -0.1107 0.2638 -0.055
C -4.6463 -0.0521 -0.1916 -0.144
C -4.3938 0.7650 -1.3643 -0.037
N -3.2281 1.0617 -1.7936 -0.061
N -3.0888 1.7384 -2.9858 0.090
C -1.8595 1.5917 -3.4161 -0.442
O -0.9231 0.9239 -2.8259 -0.100
C -1.5064 2.2634 -4.6955 -0.144
C -0.1880 2.2308 -5.1367 -0.022
C 0.1676 2.8651 -6.3178 -0.083
C -0.7927 3.5333 -7.0630 -0.094
C -2.1104 3.5668 -6.6237 -0.084
C -2.4681 2.9354 -5.4450 -0.030
C -3.6509 -0.8423 0.4282 -0.273
O -2.3795 -0.8531 0.0984 -0.132
H -2.4990 -4.1901 2.8965 0.086
H -3.6931 -4.3555 1.5827 0.101
H -4.1947 -3.7885 3.1925 0.079
H -5.6395 -2.3273 2.7725 0.109
H -7.3514 -0.9257 1.6801 0.101
H -6.7168 0.5004 -0.2342 0.110
H -5.2517 1.1146 -1.9409 0.137
H 0.5463 1.7090 -4.5402 0.112
H 1.1949 2.8380 -6.6561 0.099
H -0.5167 4.0278 -7.9850 0.099
H -2.8609 4.0873 -7.2035 0.100
H -3.4890 2.9530 -5.0893 0.106
O -1.9479 2.1767 0.8067 -0.204
N -2.6324 1.5870 1.7607 0.015
C -3.3352 2.3558 2.5302 -0.285
C -3.4251 3.7791 2.3542 -0.161
N -3.5072 4.9176 2.2277 0.175
C -4.0676 1.7390 3.5980 -0.172
N -4.6537 1.2659 4.4646 0.164
O 0.4122 -0.0740 0.0795 -0.347
P 0.9505 -1.4514 0.4900 0.920
C 0.3240 -1.8967 2.1586 -0.319
C -0.3449 -0.7046 2.8583 -0.183
C 0.6501 0.2310 3.5297 -0.188
C 1.4888 -0.5340 4.5476 -0.193
C 2.2375 -1.6767 3.8698 -0.196
C 1.2982 -2.6173 3.1075 -0.174
C 0.2256 -2.7157 -0.6069 -0.322
C 0.3573 -2.4208 -2.1133 -0.165
C 1.4206 -3.2435 -2.8384 -0.190
C 1.2697 -4.7308 -2.5444 -0.199
C 1.4259 -4.9749 -1.0494 -0.197
C 0.3670 -4.2098 -0.2576 -0.166
C 2.7566 -1.2158 0.4116 -0.318
C 3.1394 -0.5152 -0.9013 -0.187
C 4.5843 -0.0145 -0.8202 -0.171
C 5.5225 -1.0410 -0.1558 -0.186
C 4.9129 -2.4382 -0.1793 -0.193
C 3.6255 -2.4699 0.6501 -0.177
H -0.4921 -2.5795 1.9006 0.100
H -1.0162 -1.1186 3.6180 0.131
H -0.9828 -0.1710 2.1588 0.068
H 0.1142 1.0516 4.0122 0.116
H 1.3025 0.6836 2.7720 0.101
H 0.8258 -0.9380 5.3198 0.118
H 2.1966 0.1289 5.0506 0.110
H 2.7988 -2.2561 4.6065 0.115
H 2.9746 -1.2428 3.1915 0.087
H 0.6866 -3.1514 3.8419 0.123
H 1.8761 -3.3796 2.5818 0.093
H -0.8023 -2.4457 -0.3329 0.097
H 0.5173 -1.3525 -2.2855 0.097
H -0.6106 -2.6484 -2.5719 0.131
H 2.4268 -2.9322 -2.5411 0.091
H 1.3378 -3.0534 -3.9103 0.117
H 2.0088 -5.3084 -3.1029 0.111
H 0.2813 -5.0698 -2.8724 0.118
H 2.4337 -4.6683 -0.7607 0.089
H 1.3469 -6.0389 -0.8160 0.114
H 0.5062 -4.3498 0.8175 0.101
H -0.5990 -4.6687 -0.4939 0.125
H 2.9288 -0.4868 1.2138 0.113
H 2.4611 0.3131 -1.1056 0.102
H 3.0387 -1.2156 -1.7304 0.095
H 4.6061 0.9220 -0.2577 0.092
H 4.9320 0.2215 -1.8275 0.114
H 5.7052 -0.7630 0.8865 0.113
H 6.4955 -1.0401 -0.6482 0.107
H 5.6164 -3.1701 0.2220 0.114
H 4.7099 -2.7368 -1.2119 0.110
H 3.8922 -2.5378 1.7049 0.102
H 3.0670 -3.3759 0.4224 0.077
O 0.3171 2.4354 -0.9496 0.034
C 0.6611 3.5792 -0.6964 -0.435
C -0.2625 4.6879 -0.2955 -0.077
C 0.1544 5.1061 1.1376 -0.161
C 0.7319 3.9662 2.0072 -0.178
C 2.2430 3.7159 1.8483 -0.172
C 2.6375 3.0917 0.5092 -0.170
N 2.0080 3.8580 -0.5793 0.084
H -1.2865 4.3201 -0.3156 0.109
H -0.1807 5.5296 -0.9864 0.130
H -0.7270 5.5178 1.6238 0.096
H 0.8883 5.9167 1.0908 0.108
H 0.1770 3.0427 1.8137 0.098
H 0.5470 4.2173 3.0537 0.115
H 2.5992 3.0766 2.6600 0.106
H 2.7650 4.6741 1.9558 0.113
H 2.2706 2.0670 0.4276 0.099
H 3.7191 3.0814 0.3741 0.110
H 2.1688 4.8502 -0.4482 0.127
```

---

(2)
Formula: C2H5NOS
Source: OMol25
Level of theory: ωB97M-V with the def2-TZVPD basis set

Values from the calculation:
ΔE to the lowest compared entry with this formula, charge and spin = 2.7475 eV
Kohn-Sham gap = 9.26 eV

Structure (XYZ):
```
10
Properties=species:S:1:pos:R:3:lowdin_charge:R:1
C 0.0035 -0.0923 0.2405 -0.575
C -1.4431 0.0934 0.0486 -0.118
N 0.9404 0.5365 -0.9496 0.060
O 2.2056 -1.0529 1.1554 -0.580
S 0.7802 -1.0611 1.3075 0.899
H -1.6780 0.9885 -0.4463 0.060
H -1.4919 -0.7463 -0.6430 0.084
H -2.0725 -0.1416 0.9714 0.110
H 1.0442 1.5372 -0.8984 0.059
H 1.7117 -0.0616 -0.7862 0.000
```

---

(3)
Formula: C38H39BF19GeN5O5PS3Ta
Source: OMol25
Level of theory: ωB97M-V with the def2-TZVPD basis set

Values from the calculation:
ΔE to the lowest compared entry with this formula, charge and spin = 2.9561 eV
Kohn-Sham gap = 6.11 eV
Charge = +2

Structure (XYZ):
```
113
Properties=species:S:1:pos:R:3:lowdin_charge:R:1
Ta 0.2744 -0.4751 -0.1651 1.810
N 1.4289 1.7681 -0.3248 -0.006
N 2.7743 2.0322 -0.0543 0.050
C 3.5246 1.0709 0.5114 -0.376
N 4.8306 1.2468 0.5771 0.248
N 2.7751 0.0581 0.9689 0.062
N 3.3725 -1.0447 1.5205 -0.400
O 4.5807 -1.1743 1.6018 0.100
O 2.5873 -1.8852 1.9130 0.004
H 1.2467 2.0494 -1.2786 0.019
H 0.8488 2.3463 0.2845 0.101
H 3.1753 2.8837 -0.4194 0.159
H 5.2773 2.0379 0.1425 0.140
H 5.3880 0.5148 0.9956 0.113
O 0.1703 -2.8485 -0.0447 -0.098
C 1.3165 -2.8288 -0.5538 -0.543
O 1.8011 -1.6189 -0.6530 -0.293
C 2.0405 -3.9731 -1.0557 -0.147
C 1.6574 -5.2573 -0.6602 0.005
C 2.3293 -6.3485 -1.1737 -0.040
C 3.3632 -6.1575 -2.0862 -0.030
C 3.7421 -4.8790 -2.4795 -0.039
C 3.0886 -3.7777 -1.9581 0.013
H 0.8544 -5.3782 0.0554 0.127
H 2.0528 -7.3480 -0.8686 0.119
H 3.8827 -7.0156 -2.4914 0.120
H 4.5465 -4.7468 -3.1893 0.118
H 3.3701 -2.7732 -2.2469 0.123
O -2.9642 2.4385 -0.0850 -0.173
S -3.6926 1.3773 -1.0074 1.188
C -4.9816 0.7496 0.0904 -0.269
C -6.2752 0.8873 -0.7049 -0.206
C -6.2161 2.2741 -1.3473 -0.193
C -4.8273 2.4035 -1.9763 -0.257
H -4.9602 1.4129 0.9566 0.119
H -4.7246 -0.2640 0.3912 0.095
H -7.1364 0.7726 -0.0490 0.131
H -6.3383 0.1128 -1.4725 0.126
H -6.3611 3.0462 -0.5913 0.128
H -6.9853 2.3994 -2.1066 0.129
H -4.4155 3.4119 -1.9783 0.105
H -4.7827 2.0077 -2.9914 0.105
C -2.7440 -3.3525 -1.0851 -0.359
S -1.8511 -2.1513 -2.0862 0.743
C -1.0796 -3.2690 -3.2654 -0.350
H -3.5387 -3.8131 -1.6691 0.051
H -3.1789 -2.8171 -0.2422 0.029
H -2.0598 -4.1151 -0.7156 0.040
H -0.5118 -4.0372 -2.7403 0.041
H -0.4118 -2.6766 -3.8890 0.021
H -1.8431 -3.7284 -3.8904 0.054
F -1.5631 -0.4532 0.1175 -0.462
B -1.5090 2.5148 0.0173 -1.244
F -0.9445 1.8303 1.1381 0.049
F -0.9241 1.8181 -1.1021 -0.042
F -1.1111 3.8164 0.0471 0.220
C -1.2421 -3.3379 2.6696 -0.123
C 0.0004 -2.5624 3.1182 -0.362
P -0.0176 -0.8067 2.5911 0.940
C 1.0990 0.1671 3.6842 -0.368
C 1.7136 -0.5915 4.8615 -0.123
C -1.6855 -0.2524 3.1140 -0.390
C -1.9756 -0.4801 4.5987 -0.114
H -1.0941 -4.3993 2.8666 0.090
H -1.4326 -3.2224 1.6044 0.035
H -2.1314 -3.0287 3.2173 0.068
H 0.9060 -3.0216 2.7300 0.065
H 0.0725 -2.5681 4.2057 0.083
H 0.4958 1.0042 4.0433 0.087
H 1.8818 0.5943 3.0621 0.046
H 0.9539 -0.9477 5.5565 0.070
H 2.3740 0.0739 5.4165 0.086
H 2.3005 -1.4454 4.5256 0.071
H -2.4157 -0.7742 2.4920 0.069
H -1.7567 0.8062 2.8721 0.069
H -1.8975 -1.5291 4.8807 0.067
H -2.9906 -0.1565 4.8275 0.085
H -1.3017 0.0937 5.2347 0.072
F -2.1378 3.1367 -4.0178 0.102
C -1.2375 3.9199 -3.4097 -0.211
C 0.0566 3.4680 -3.1981 -0.122
C 0.8853 4.3411 -2.5095 -0.210
F 2.1277 3.9509 -2.1278 0.067
C 0.4913 5.5995 -2.0966 -0.136
F 1.3273 6.3778 -1.4227 0.154
C -0.8010 6.0204 -2.3532 -0.120
F -1.2077 7.2085 -1.9530 0.178
C -1.6743 5.1642 -3.0011 -0.127
F -2.9383 5.5282 -3.2038 0.144
Ge 0.6856 1.7059 -3.8332 0.841
S 0.5559 -0.1634 -2.6340 0.404
C -0.2451 1.0766 -5.4472 -0.135
C -1.5224 0.5417 -5.3087 -0.253
F -2.1393 0.5550 -4.1154 0.029
C -2.2081 -0.0414 -6.3544 -0.135
F -3.4279 -0.5403 -6.1670 0.136
C -1.6097 -0.1150 -7.6013 -0.120
F -2.2527 -0.6703 -8.6125 0.168
C -0.3306 0.3823 -7.7762 -0.132
F 0.2578 0.2929 -8.9599 0.155
C 0.3336 0.9555 -6.7043 -0.200
F 1.5837 1.3671 -6.9274 0.114
C 2.5957 2.0345 -4.1931 -0.146
C 3.6761 1.4248 -3.5791 -0.224
F 3.5066 0.4687 -2.6419 0.035
C 4.9828 1.7838 -3.8605 -0.137
F 5.9914 1.1969 -3.2154 0.128
C 5.2385 2.7715 -4.7953 -0.120
F 6.4828 3.1138 -5.0718 0.169
C 4.1812 3.4139 -5.4225 -0.128
F 4.4170 4.3755 -6.3000 0.161
C 2.8914 3.0471 -5.0950 -0.238
F 1.8823 3.7234 -5.6602 0.107
```

---

(4)
Formula: C5H11NO
Source: OMol25
Level of theory: ωB97M-V with the def2-TZVPD basis set

Values from the calculation:
ΔE to the lowest compared entry with this formula, charge and spin = 2.9568 eV
Kohn-Sham gap = 9.16 eV
Structure (SMILES) = C=CC/C=C/N.O

Structure (XYZ):
```
18
Properties=species:S:1:pos:R:3:lowdin_charge:R:1
C -0.6502 -0.1173 1.3134 -0.155
C -1.6206 0.7509 1.5749 -0.205
N -1.5649 1.4659 2.8287 -0.001
C -0.4095 -0.8170 0.0077 -0.206
C 0.1337 0.2331 -0.9614 -0.187
C 0.4692 0.0951 -2.2429 -0.042
H 0.2016 -0.0401 2.0304 0.123
H -2.3837 1.1662 0.9493 0.105
H -2.3965 1.9681 3.0860 0.058
H -0.7022 1.9884 2.9131 0.069
H -1.2988 -1.2934 -0.4542 0.118
H 0.1922 -1.7253 0.1342 0.107
H 0.3633 1.1931 -0.4955 0.093
H 1.0245 0.8823 -2.7527 0.051
H 0.1279 -0.6697 -2.9441 0.065
H 3.4990 -1.3302 -1.3864 0.047
H 2.9908 -0.8870 -2.7099 0.024
O 2.7874 -1.5162 -2.0186 -0.064
```

---

(5)
Formula: C23H21NO3
Source: OMol25
Level of theory: ωB97M-V with the def2-TZVPD basis set

Values from the calculation:
ΔE to the lowest compared entry with this formula, charge and spin = 1.0497 eV
Kohn-Sham gap = 8.81 eV
Structure (SMILES) = Cc1cccc(C(=O)Nc2ccc(C)c(OC(=O)c3cccc(C)c3)c2)c1

Structure (XYZ):
```
48
Properties=species:S:1:pos:R:3:lowdin_charge:R:1
C -3.8881 -1.4966 -1.1457 -0.043
C -4.3592 -0.8414 0.1159 -0.262
C -3.5059 -0.7365 1.2050 0.003
C -3.9279 -0.1317 2.3836 -0.163
C -5.2322 0.3380 2.4907 -0.024
C -6.0866 0.2380 1.4083 -0.068
C -5.6508 -0.3401 0.2283 -0.041
H -6.3235 -0.4102 -0.6147 0.110
H -7.0970 0.6119 1.4836 0.104
H -5.5574 0.7834 3.4185 0.119
C -3.0245 -0.0461 3.5633 -0.434
O -3.3710 -0.3502 4.6863 0.084
N -1.7358 0.3484 3.3232 0.139
C -1.1859 0.9029 2.1644 -0.252
C -1.8931 1.8019 1.3703 -0.015
C -1.3175 2.3126 0.2243 -0.015
C -0.0300 1.9687 -0.1689 -0.199
C 0.6735 1.0880 0.6511 -0.193
C 0.1137 0.5644 1.8033 0.072
H 0.6921 -0.1201 2.4059 0.132
O 1.9854 0.7257 0.3492 0.062
C 2.1812 -0.0924 -0.7043 -0.428
O 1.2819 -0.5508 -1.3649 0.131
C 3.6172 -0.3635 -0.9379 -0.118
C 3.9566 -1.2543 -1.9537 0.029
C 5.2818 -1.5503 -2.2258 -0.265
C 6.2699 -0.9351 -1.4616 -0.038
C 5.9406 -0.0476 -0.4520 -0.066
C 4.6160 0.2438 -0.1827 -0.015
H 4.3515 0.9343 0.6025 0.116
H 6.7225 0.4196 0.1284 0.105
H 7.3083 -1.1566 -1.6635 0.115
C 5.6562 -2.5098 -3.3131 -0.048
H 6.2028 -3.3559 -2.8986 0.083
H 6.3021 -2.0230 -4.0426 0.083
H 4.7724 -2.8827 -3.8231 0.076
H 3.1589 -1.7090 -2.5227 0.124
C 0.5793 2.5191 -1.4198 -0.023
H 1.6211 2.7918 -1.2556 0.089
H 0.0314 3.3940 -1.7594 0.081
H 0.5515 1.7645 -2.2069 0.086
H -1.8801 3.0054 -0.3834 0.116
H -2.8900 2.0999 1.6529 0.121
H -1.1028 0.2006 4.0998 0.159
H -2.5051 -1.1369 1.1308 0.131
H -4.4837 -1.1756 -1.9968 0.076
H -3.9769 -2.5798 -1.0583 0.086
H -2.8429 -1.2606 -1.3336 0.079
```